(1)
Computed, not measured: a single C2H4N2O molecule in a non-equilibrium geometry, with wB97M-V/def2-TZVPD.

Properties
spin multiplicity = 1
net charge = 0
E_HOMO = -10.435 eV
energy above the lowest of the compared OMol25 structures with the same formula, charge and spin = 203.27 kJ/mol
gap between HOMO and LUMO = 10.914 eV
SMILES string = [H]/N=C\O/C=N\[H]
total energy = -263.2858 Eh

```
9
Properties=species:S:1:pos:R:3:forces:R:3:mulliken_charge:R:1
H -1.47464 -0.08112 -1.55851 0.20 -0.90 0.01 0.28
N -1.91939 -0.01565 -0.65026 0.44 1.72 -0.94 -0.43
C -1.25316 0.16516 0.36833 0.14 -3.05 3.16 0.10
O 0.09842 -0.40711 0.84747 -2.24 1.16 -0.94 -0.32
C 0.98010 -0.03589 -0.06963 -0.42 1.99 -2.35 0.10
N 2.22371 -0.02853 -0.08116 0.82 -0.54 0.28 -0.53
H 2.65388 -0.45690 0.74053 -0.17 0.00 0.00 0.25
H -1.73019 0.36052 1.31627 -0.11 0.43 0.17 0.33
H 0.42127 0.49952 -0.91305 1.34 -0.81 0.60 0.22
```
Forces are in eV/Å.

***

(2)
Computed, not measured: 4 unconnected molecules or ions with the total composition C20H24F3N3O3S, with wB97M-V/def2-TZVPD.

Properties
spin multiplicity = 1
net charge = 0
E_HOMO = -9.096 eV
energy above the lowest of the compared OMol25 structures with the same formula, charge and spin = 0.00 kJ/mol
gap between HOMO and LUMO = 9.857 eV
total energy = -1864.2742 Eh

```
54
Properties=species:S:1:pos:R:3:forces:R:3:mulliken_charge:R:1
N -1.63471 1.88041 0.73316 -0.10 0.10 -0.02 -0.74
C -1.18687 0.94833 -0.29110 0.13 -0.07 -0.02 1.30
N -0.51042 1.74171 -1.29634 0.00 -0.05 0.10 -0.77
N -0.33591 -0.09306 0.30533 0.02 0.03 0.04 -0.54
C -2.33203 0.17845 -0.94972 -0.08 -0.06 -0.19 -1.10
O -3.33860 1.11979 -1.37774 0.04 0.21 0.12 -0.26
S -4.71333 0.51005 -1.95607 -0.03 -0.21 0.03 0.60
O -5.18382 -0.44484 -0.96194 -0.03 0.12 -0.09 -0.56
O -5.57078 1.85555 -1.75818 -0.02 -0.09 0.03 -0.41
H -2.07708 2.66546 0.26513 0.01 -0.03 0.01 0.29
H -2.35263 1.45519 1.31240 0.08 -0.05 0.01 0.28
H -0.08743 1.13808 -1.99271 -0.04 0.01 -0.02 0.30
H 0.23729 2.25507 -0.84167 0.01 -0.01 -0.05 0.07
H -0.34035 -0.00205 1.31469 -0.04 -0.02 -0.02 0.28
H 0.62262 0.04047 0.00681 -0.03 0.02 0.00 0.14
H -1.95470 -0.38504 -1.80737 -0.01 0.01 0.04 0.38
H -2.76913 -0.52254 -0.23875 0.04 0.04 0.05 0.41
H -5.83049 1.90423 -0.82111 0.06 0.06 -0.03 0.32
F 2.08954 2.70831 0.20074 0.06 0.02 0.03 -0.17
C 2.29500 3.90921 0.79403 -0.04 -0.04 0.00 0.38
C 2.62704 4.98737 0.00041 0.01 0.01 0.05 -0.48
C 2.83786 6.21180 0.61986 0.00 0.00 -0.02 -0.35
C 2.71392 6.33533 1.99690 0.00 -0.02 -0.01 -0.62
C 2.37401 5.22898 2.76367 0.00 -0.01 0.01 -0.36
C 2.15860 3.99582 2.16405 0.00 0.05 -0.02 -0.30
H 2.71574 4.86142 -1.06975 0.00 0.00 0.00 0.41
H 3.09970 7.07279 0.01888 0.00 0.00 0.01 0.36
H 2.87897 7.29308 2.47161 0.00 0.00 0.00 0.38
H 2.27078 5.32320 3.83679 0.00 0.00 -0.01 0.36
H 1.87881 3.11968 2.73246 0.00 0.00 0.00 0.41
F 2.61809 0.13693 -1.09206 -0.02 -0.04 -0.08 -0.30
C 3.38807 -0.74123 -0.40693 -0.02 0.07 0.03 0.41
C 3.53886 -2.01947 -0.90240 0.02 0.00 0.04 -0.57
C 4.32649 -2.90760 -0.18252 -0.01 -0.01 -0.02 -0.29
C 4.93834 -2.51041 0.99863 -0.01 0.01 -0.01 -0.59
C 4.76327 -1.21558 1.46788 0.00 0.01 0.01 -0.38
C 3.97926 -0.31189 0.76391 0.02 -0.05 -0.01 -0.24
H 3.04661 -2.30286 -1.82226 0.00 0.00 0.00 0.43
H 4.45872 -3.91706 -0.54935 0.00 0.00 0.00 0.36
H 5.54973 -3.20944 1.55311 0.00 0.00 0.00 0.38
H 5.23891 -0.90266 2.38828 0.00 -0.01 0.00 0.36
H 3.82282 0.70413 1.10004 0.00 0.00 0.00 0.41
F -2.09397 -2.91621 -2.17354 -0.02 -0.05 -0.02 -0.29
C -2.73034 -3.88754 -1.47677 0.03 0.04 -0.02 0.46
C -2.19567 -5.15980 -1.48221 -0.04 0.00 0.03 -0.57
C -2.85439 -6.14798 -0.76297 0.02 -0.01 -0.01 -0.32
C -4.01584 -5.85277 -0.06204 0.01 0.01 -0.01 -0.58
C -4.52491 -4.56102 -0.08029 -0.02 0.01 0.00 -0.45
C -3.88369 -3.55831 -0.79449 0.09 -0.04 -0.01 -0.17
H -1.28938 -5.36082 -2.03650 0.00 0.00 0.00 0.43
H -2.45446 -7.15372 -0.75246 0.00 0.00 0.00 0.35
H -4.52301 -6.62804 0.49654 0.00 0.00 0.00 0.37
H -5.43071 -4.32538 0.46334 0.00 -0.01 0.00 0.38
H -4.25439 -2.54349 -0.82942 -0.08 0.00 0.02 0.40
```
Forces are in eV/Å.

***

What is the E_HOMO in the second record?
-9.096 eV

***

The lowest energy above the lowest of the compared OMol25 structures with the same formula, charge and spin belongs to which entry?
C20H24F3N3O3S

***

What did the first record say?
Computed, not measured: a single C2H4N2O molecule in a non-equilibrium geometry, with wB97M-V/def2-TZVPD.

Properties
spin multiplicity = 1
net charge = 0
E_HOMO = -10.435 eV
energy above the lowest of the compared OMol25 structures with the same formula, charge and spin = 203.27 kJ/mol
gap between HOMO and LUMO = 10.914 eV
SMILES string = [H]/N=C\O/C=N\[H]
total energy = -263.2858 Eh

```
9
Properties=species:S:1:pos:R:3:forces:R:3:mulliken_charge:R:1
H -1.47464 -0.08112 -1.55851 0.20 -0.90 0.01 0.28
N -1.91939 -0.01565 -0.65026 0.44 1.72 -0.94 -0.43
C -1.25316 0.16516 0.36833 0.14 -3.05 3.16 0.10
O 0.09842 -0.40711 0.84747 -2.24 1.16 -0.94 -0.32
C 0.98010 -0.03589 -0.06963 -0.42 1.99 -2.35 0.10
N 2.22371 -0.02853 -0.08116 0.82 -0.54 0.28 -0.53
H 2.65388 -0.45690 0.74053 -0.17 0.00 0.00 0.25
H -1.73019 0.36052 1.31627 -0.11 0.43 0.17 0.33
H 0.42127 0.49952 -0.91305 1.34 -0.81 0.60 0.22
```
Forces are in eV/Å.